(1)
51
Properties=species:S:1:pos:R:3:forces:R:3 method="wB97M-V/def2-TZVPD" e_above_lowest_kj_mol=321.0 e_tot_ev=-106028.9784 e_homo_ha="-0.66286 / -0.66193" molar_mass_g_mol=603.81 total_charge=+3 homo_lumo_gap_ev="4.22 / 4.13"
Zr 0.496 0.944 0.340 1.1 2.0 -0.7
P 2.568 -0.754 0.606 1.4 -1.8 -0.6
C 2.631 -0.797 -1.251 -0.4 1.5 -0.3
C 1.324 -1.160 -1.942 -0.5 -0.3 0.6
N 0.191 -0.566 -1.440 -0.1 -0.7 0.2
C -1.017 -1.079 -1.801 -0.5 0.5 -0.5
C -1.164 -2.084 -2.763 0.8 0.5 0.3
C -0.026 -2.611 -3.343 0.0 0.2 0.0
C 1.217 -2.162 -2.890 1.2 -0.4 -0.1
C -2.304 -0.466 -1.240 0.8 -0.5 -0.1
P -2.025 1.231 -0.601 -1.5 -0.8 -0.1
H 2.145 -2.652 -3.244 -0.7 0.4 0.1
H -2.149 -2.392 -3.063 -0.2 -0.1 0.0
H -0.101 -3.358 -4.129 0.1 0.1 0.2
H -3.024 -0.398 -2.069 0.1 -0.1 0.4
H -2.725 -1.131 -0.456 0.2 0.4 -0.4
H 2.965 0.280 -1.419 -0.2 -1.6 -0.5
H 3.425 -1.542 -1.431 -0.2 0.4 -0.2
H -0.729 4.803 -2.327 1.2 0.5 0.9
O 2.431 1.686 -0.025 -2.4 0.2 0.3
H 2.823 2.527 0.261 0.0 -0.3 0.0
H 0.012 3.563 -0.336 -0.1 1.2 -0.8
O -0.159 4.832 -1.514 -0.7 -0.7 -0.8
H 0.605 5.419 -1.624 -0.4 0.0 -0.5
C -2.627 2.211 -1.997 0.5 0.7 -0.5
H -3.532 1.764 -2.443 0.3 0.1 0.4
H -2.869 3.226 -1.649 0.1 -0.2 -0.2
H -1.849 2.271 -2.777 -0.4 0.0 0.2
C -3.372 1.399 0.614 0.1 0.3 0.3
H -3.194 2.294 1.224 -0.2 -0.1 -0.1
H -4.336 1.506 0.097 0.3 -0.1 0.1
H -3.404 0.525 1.275 0.0 0.2 -0.1
C 2.526 -2.497 1.070 -0.7 0.0 0.8
H 3.248 -3.106 0.510 0.0 0.3 0.1
H 2.736 -2.548 2.148 0.1 -0.2 -0.2
H 1.511 -2.889 0.910 0.3 0.0 0.0
C 4.238 -0.128 0.980 -0.2 0.6 0.6
H 4.264 0.159 2.040 0.2 -0.1 -0.2
H 5.009 -0.879 0.778 -0.3 -0.2 0.1
H 4.445 0.771 0.387 -0.2 -0.4 0.2
Cl -1.510 -3.172 1.069 0.2 0.5 0.3
C -1.117 -1.818 2.088 0.6 -1.0 0.5
C -0.467 -0.680 1.597 -0.8 -1.0 0.3
C -0.114 0.394 2.405 1.1 0.1 1.8
Cl -0.037 3.509 0.962 0.1 -0.8 1.0
C -0.441 0.391 3.782 -0.4 0.8 -0.9
Cl -0.111 1.733 4.802 0.0 -0.3 -0.4
C -1.107 -0.739 4.309 0.0 1.0 1.4
Cl -1.558 -0.810 5.955 0.6 0.1 -1.3
C -1.447 -1.843 3.457 -0.5 -1.5 -1.5
Cl -2.294 -3.174 4.106 0.3 0.8 -0.4


(2)
53
Properties=species:S:1:pos:R:3:forces:R:3 method="wB97M-V/def2-TZVPD" e_tot_ev=-77349.2249 e_homo_ha=-0.31088 molar_mass_g_mol=508.96 homo_lumo_gap_ev=8.71
C -2.412 1.651 3.905 0.6 -0.5 -0.4
C -2.381 0.305 3.114 -0.7 0.4 1.1
O -1.141 0.118 2.390 -0.8 -0.6 -1.0
Si -1.515 -0.672 0.944 1.7 0.3 -0.7
O -0.222 -0.761 -0.149 -0.9 1.8 0.7
Si -0.045 0.771 -0.915 0.4 -0.7 0.6
C 1.748 1.375 -0.860 0.0 -0.7 -0.1
C 2.486 1.413 -2.242 0.6 1.4 1.5
O 2.499 2.783 -2.677 0.0 -0.6 0.0
C 3.989 1.003 -2.042 -0.7 0.2 -1.4
F 4.502 1.417 -0.867 -0.2 -0.3 -0.3
F 4.156 -0.329 -2.169 0.0 0.5 0.4
F 4.730 1.605 -3.009 0.0 -0.6 0.4
P -2.408 -2.637 1.502 -1.1 -1.0 1.0
O -3.574 -2.909 0.300 1.0 0.3 0.2
Cl -0.954 -4.128 1.331 -0.6 0.7 -0.6
H -3.413 2.112 3.834 0.6 -0.1 0.0
H -2.154 1.484 4.968 -0.2 0.1 -0.6
H -1.634 2.307 3.469 -0.6 -0.1 0.2
H -2.496 -0.510 3.857 0.1 0.2 -0.6
H -3.277 0.293 2.435 1.0 -0.2 0.5
H -2.584 0.094 0.261 -0.2 -0.1 0.1
H -0.867 1.749 -0.166 0.0 0.0 0.0
H -0.608 0.655 -2.265 0.1 0.0 -0.2
H 2.292 0.757 -0.115 -0.3 0.2 -0.4
H 1.736 2.402 -0.444 0.1 -0.5 -0.3
H 2.002 0.825 -3.036 0.4 0.1 0.3
H 3.086 3.256 -2.063 -0.3 0.0 -0.3
H -4.235 -2.200 0.392 0.2 -0.3 0.0
F -4.493 1.702 1.512 -0.1 0.2 -0.2
C -5.836 1.725 1.638 -0.5 0.0 0.0
C -6.404 2.395 2.706 0.2 0.1 0.1
C -7.786 2.419 2.830 0.0 -0.1 -0.2
C -8.580 1.767 1.894 -0.1 0.0 0.0
C -7.993 1.095 0.829 0.0 0.1 0.2
C -6.611 1.077 0.696 0.1 -0.1 -0.1
H -5.768 2.890 3.429 0.0 0.0 0.0
H -8.244 2.946 3.657 0.0 0.0 0.0
H -9.658 1.784 1.995 0.0 0.0 0.0
H -8.611 0.585 0.102 0.0 0.0 0.0
H -6.135 0.566 -0.132 0.0 0.0 0.0
F 9.618 -3.522 -3.981 0.1 0.0 0.0
C 8.510 -3.227 -3.276 -0.4 0.1 0.2
C 7.827 -4.243 -2.635 0.1 -0.2 0.0
C 6.687 -3.936 -1.904 0.0 0.2 -0.1
C 6.240 -2.622 -1.831 0.0 0.0 0.0
C 6.937 -1.612 -2.485 0.1 -0.3 0.0
C 8.083 -1.914 -3.208 0.1 0.2 -0.1
H 8.186 -5.262 -2.711 0.0 0.0 0.0
H 6.147 -4.722 -1.392 0.0 0.0 0.0
H 5.349 -2.386 -1.264 0.0 0.0 0.0
H 6.588 -0.590 -2.432 0.1 0.0 0.0
H 8.644 -1.141 -3.717 0.0 0.0 0.0


(3)
52
Properties=species:S:1:pos:R:3:forces:R:3 method="wB97M-V/def2-TZVPD" e_tot_ev=-100191.7565 e_homo_ha="-0.56858 / -0.56858" molar_mass_g_mol=637.35 total_charge=+2 homo_lumo_gap_ev="5.46 / 8.33"
Lu 0.380 -0.610 0.374 0.4 -0.9 -0.9
P -2.237 0.194 -0.084 -1.2 0.6 -0.7
C -2.058 0.955 -1.770 0.3 -0.1 0.2
C -0.641 1.150 -2.300 0.3 0.0 -0.1
N 0.473 0.739 -1.622 -0.2 0.4 0.0
C 1.693 1.121 -2.102 -0.1 0.1 0.0
C 1.832 1.882 -3.252 -0.3 0.1 0.0
C 0.702 2.213 -4.001 0.2 -0.5 0.4
C -0.536 1.801 -3.520 0.0 0.1 -0.3
C 2.966 0.843 -1.322 0.3 0.1 0.2
P 3.014 -0.674 -0.287 0.5 0.0 -0.6
H -1.451 1.963 -4.091 0.3 0.2 0.2
H 2.835 2.225 -3.503 -0.3 -0.1 -0.2
H 0.805 2.755 -4.932 -0.1 0.0 0.0
H 3.830 0.764 -2.002 -0.4 0.3 0.1
H 3.148 1.693 -0.640 0.0 -0.2 -0.3
H -2.619 0.356 -2.485 0.0 -0.2 0.0
H -2.600 1.918 -1.747 0.5 -0.3 0.0
H -2.308 -4.246 -3.859 -0.1 -0.1 -0.1
O -1.519 -4.131 -4.397 0.2 1.1 0.2
H -1.354 -3.164 -4.385 -0.2 -0.9 -0.1
H -1.565 -3.339 0.337 -0.6 -0.2 0.1
O 0.411 -2.571 -0.011 -1.6 -0.4 0.5
H -0.399 -3.180 0.231 1.8 0.6 -0.6
C 3.486 -1.927 -1.524 -0.4 -0.2 0.1
H 4.367 -1.589 -2.084 -0.2 -0.1 0.2
H 3.701 -2.863 -0.990 0.0 0.2 -0.3
H 2.647 -2.104 -2.211 0.3 0.0 0.2
C 4.520 -0.486 0.703 0.0 0.1 0.3
H 4.590 -1.346 1.385 0.1 0.3 -0.2
H 5.407 -0.456 0.056 -0.2 0.0 0.2
H 4.457 0.433 1.300 0.1 -0.2 -0.1
C -3.099 1.551 0.788 0.2 0.1 0.4
H -4.141 1.639 0.450 0.3 0.0 0.0
H -3.094 1.342 1.862 -0.1 0.1 -0.1
H -2.576 2.503 0.628 -0.1 -0.2 0.1
C -3.607 -0.981 -0.350 0.3 -0.4 0.3
H -3.924 -1.343 0.638 -0.1 0.0 -0.3
H -4.454 -0.503 -0.861 0.3 -0.1 0.1
H -3.226 -1.839 -0.919 -0.3 0.2 0.1
F -1.434 -0.402 6.847 0.6 0.7 -2.0
C -1.051 0.082 5.647 -0.7 0.0 1.8
C -1.325 1.420 5.322 -0.6 0.9 0.7
F -1.976 2.199 6.208 0.8 -1.0 -1.1
C -0.942 1.926 4.082 -0.7 1.3 0.2
F -1.290 3.184 3.726 0.5 -1.6 0.6
C -0.234 1.137 3.154 0.3 0.1 -0.7
S 0.293 1.777 1.646 -0.3 0.4 1.0
C 0.003 -0.199 3.525 0.2 -0.8 0.1
F 0.655 -1.023 2.589 -0.6 0.6 1.4
C -0.393 -0.741 4.732 0.7 -1.8 -0.5
F -0.161 -2.046 5.019 -0.3 1.8 -0.3


(4)
51
Properties=species:S:1:pos:R:3:forces:R:3 method="wB97M-V/def2-TZVPD" e_tot_ev=-56538.2324 e_homo_ha=-0.34261 molar_mass_g_mol=430.53 homo_lumo_gap_ev=9.60
C 0.093 3.525 2.288 -0.5 0.1 -0.2
N -0.829 3.201 1.165 0.9 -0.2 0.7
C -0.158 2.497 0.078 -0.4 0.0 -0.8
C -0.917 1.262 -0.468 -1.0 1.1 -0.5
C -2.198 1.739 -1.184 1.0 -0.5 0.6
C -2.349 1.560 -2.538 0.3 -0.1 -0.1
C -3.487 2.035 -3.131 -0.4 0.0 -1.3
N -4.474 2.667 -2.521 0.0 -0.1 -0.1
C -4.304 2.802 -1.218 -1.1 0.7 0.6
C -3.212 2.384 -0.510 0.3 -0.3 0.5
C -1.204 0.209 0.590 0.3 -0.8 0.8
C 0.095 -0.533 0.983 -0.1 0.3 -0.7
C -0.015 -1.173 2.354 0.3 0.2 0.3
C 1.241 -1.893 2.832 -0.3 -0.5 0.0
F -0.240 -0.115 3.258 -0.2 0.1 -0.1
C 0.596 -1.464 -0.173 -0.7 0.5 1.3
C 0.264 -2.965 -0.048 0.5 -0.1 -1.2
C 1.523 -3.848 0.124 -0.3 0.8 0.0
S 2.473 -4.120 -1.406 0.0 -0.4 -0.2
C 3.467 -2.701 -1.593 -0.2 0.3 0.5
N 3.854 -2.188 -2.695 -0.2 -0.4 -1.0
N 4.592 -1.077 -2.385 0.7 0.7 -0.7
C 4.616 -0.970 -1.120 -0.4 -0.6 0.1
O 3.922 -1.985 -0.540 -0.2 -0.1 1.3
S -0.062 -0.818 -1.717 1.1 -1.2 -1.7
O 0.897 -1.128 -2.721 0.8 0.5 -0.1
O -1.357 -1.341 -2.012 -0.8 0.6 1.0
O -0.030 0.765 -1.532 -0.1 -0.9 1.1
H -0.027 2.788 3.086 0.2 0.2 0.1
H 1.135 3.519 1.970 0.0 0.0 -0.1
H -0.139 4.525 2.657 0.1 -0.1 0.2
H -1.549 2.637 1.592 0.0 -0.1 -0.3
H -0.107 3.181 -0.776 0.2 -0.1 0.0
H 0.874 2.206 0.300 -0.1 0.0 0.2
H -1.612 1.072 -3.151 0.0 0.0 0.0
H -3.593 1.875 -4.202 -0.1 0.1 0.0
H -5.099 3.296 -0.665 0.0 0.0 -0.2
H -3.176 2.559 0.552 -0.1 0.0 0.0
H -1.568 0.642 1.523 -0.1 0.4 -0.3
H -1.982 -0.496 0.288 0.1 0.0 -0.2
H 0.845 0.260 1.078 0.1 -0.2 0.2
H -0.898 -1.810 2.434 0.0 0.0 0.0
H 1.057 -2.969 2.847 0.2 0.0 -0.1
H 2.117 -1.700 2.212 0.0 0.1 0.1
H 1.452 -1.614 3.862 0.0 0.2 0.0
H 1.674 -1.336 -0.237 -0.1 0.0 -0.3
H -0.496 -3.195 0.698 0.1 0.2 0.1
H -0.156 -3.276 -1.009 -0.3 -0.1 0.2
H 1.178 -4.837 0.421 0.4 -0.1 0.0
H 2.211 -3.431 0.854 -0.1 -0.3 0.2
H 5.064 -0.224 -0.491 0.1 0.0 0.0